14
Properties=species:S:1:pos:R:3:forces:R:3:mulliken_charge:R:1 method="wB97M-V/def2-TZVPD" e_homo_ev="-8.897 / -8.893" orbital_gap_ha="0.279 / 0.278" spin_multiplicity=1
C -1.33773 -0.29931 0.28642 -0.1 -2.0 -2.9 -0.361
C 1.44496 -0.22279 0.50649 0.8 -1.4 -3.1 -0.549
O 0.32682 0.67728 -1.64874 -0.4 -0.6 -0.3 -0.574
S -2.69027 0.35744 -0.65426 -0.8 2.1 2.0 -0.111
S -1.74118 -1.95322 0.80953 0.7 -0.6 0.4 -0.074
S 1.71112 1.43803 0.67152 1.8 -0.6 3.5 -0.090
S 3.18416 -1.36522 -0.95709 -1.2 0.7 1.3 -0.265
S 0.19818 -0.55749 -0.82762 0.0 1.1 0.5 0.501
H -1.09428 0.35096 1.02840 0.6 1.8 2.2 0.432
H 1.64877 -1.09516 1.09258 0.0 0.4 1.1 0.508
H -2.43601 -0.27758 -1.70955 0.5 -1.5 -2.3 0.127
H -0.46592 -2.38216 0.59390 -0.5 -0.3 0.3 0.098
H 1.10772 1.70163 -0.41113 -1.3 0.6 -2.5 0.229
H 3.10881 -0.33195 -1.78818 0.0 0.3 -0.2 0.128

=====

75
Properties=species:S:1:pos:R:3:forces:R:3:mulliken_charge:R:1 method="wB97M-V/def2-TZVPD" e_homo_ev="-7.555 / -7.629" s2=0.772 orbital_gap_ha="0.223 / 0.243" spin_multiplicity=2
Ru 0.00105 0.58949 -0.12635 1.4 0.5 2.1 1.362
O -2.85745 2.78419 2.39435 -0.1 0.0 0.2 -0.803
C -2.02745 1.97849 1.97115 0.3 0.0 -0.4 -0.389
N -1.25975 2.14469 0.90085 0.9 -1.1 -0.9 0.160
C -1.38425 3.39749 0.21225 -0.4 0.1 0.0 -1.423
C -0.28755 3.59769 -0.78665 -0.1 0.4 0.2 0.841
C -0.35495 4.64439 -1.70295 0.2 0.0 0.0 -1.005
C 0.67745 4.82769 -2.60235 -0.1 -0.2 0.2 -0.401
C 1.75545 3.95449 -2.55815 0.1 0.0 0.2 -1.125
C 1.74355 2.94019 -1.61785 0.6 0.1 -0.2 0.162
N 0.75295 2.77029 -0.75045 -0.8 -1.1 0.3 -0.013
C -1.76225 0.69399 2.70855 -0.2 0.0 0.5 -0.090
C -2.42615 0.44209 3.90655 -0.1 0.1 -0.2 -0.438
C -2.12335 -0.70771 4.61055 0.1 0.0 -0.2 -0.651
C -1.12425 -1.53811 4.12345 0.0 0.1 -0.1 -0.966
C -0.50545 -1.20031 2.93205 0.1 -0.3 0.3 -0.556
N -0.84365 -0.13361 2.22455 0.0 0.5 -0.4 1.193
H -1.36705 4.22139 0.94525 -0.1 -0.1 -0.2 0.586
H -2.35375 3.45649 -0.30695 0.1 0.1 0.0 0.390
H -1.21095 5.30039 -1.69705 -0.1 0.0 0.0 0.490
H 0.65255 5.63539 -3.31855 0.0 0.1 -0.1 0.441
H 2.59335 4.06199 -3.22915 0.1 0.0 0.0 0.491
H 2.56585 2.24129 -1.55095 -0.1 -0.1 0.0 0.215
H -3.15825 1.16029 4.24505 0.0 0.0 0.0 0.586
H -2.63435 -0.94831 5.52995 0.0 0.0 0.1 0.444
H -0.82365 -2.42301 4.66065 0.1 -0.1 0.0 0.511
H 0.30715 -1.80091 2.53975 -0.1 0.0 0.1 0.589
C -3.97105 -0.07001 0.38105 0.4 0.2 0.0 -1.695
As -2.36755 -0.77671 -0.55595 -0.8 -0.8 0.8 1.832
C -3.40425 -1.59351 -2.02365 0.3 0.3 -0.3 -1.408
C -2.07595 -2.48021 0.40695 0.2 0.2 -0.2 -0.345
C -3.13585 -3.19171 0.96025 -0.1 0.2 -0.1 -0.862
C -2.92775 -4.40221 1.59615 -0.1 0.0 0.0 -0.831
C -1.64805 -4.92111 1.67245 0.1 -0.1 0.1 -0.902
C -0.58735 -4.22621 1.11805 0.3 0.0 -0.1 -0.608
C -0.78135 -3.00251 0.48295 -0.1 0.3 0.0 0.082
As 0.73205 -1.94371 -0.21995 0.0 -0.8 0.1 1.802
C 2.24105 -2.90371 0.66305 -0.1 0.6 0.1 -1.423
C 0.95955 -2.83261 -1.94065 0.0 0.2 -0.3 -1.112
H -4.88115 -0.54991 0.01525 0.2 -0.1 0.0 0.602
H -4.03955 0.99929 0.17295 0.0 0.0 0.0 0.389
H -3.89215 -0.20041 1.45945 0.0 0.0 -0.1 0.357
H -4.22415 -2.18761 -1.61155 0.2 0.2 0.2 0.524
H -2.76135 -2.21601 -2.63965 0.0 0.0 0.1 0.311
H -3.80055 -0.79091 -2.64655 0.0 0.0 0.0 0.445
H -4.13795 -2.78351 0.89905 0.0 0.0 0.0 0.350
H -3.75915 -4.93801 2.03295 0.0 0.0 0.0 0.421
H -1.46975 -5.86151 2.17575 0.0 0.0 0.0 0.422
H 0.40795 -4.64381 1.19725 0.0 0.0 0.0 0.289
H 2.25295 -3.94981 0.35325 -0.2 0.1 -0.1 0.501
H 2.17605 -2.83761 1.74805 0.0 0.0 0.0 0.381
H 3.18135 -2.45411 0.35025 -0.1 0.1 0.0 0.291
H 0.94175 -3.91901 -1.81205 0.0 0.2 0.2 0.447
H 1.91615 -2.51801 -2.36105 0.0 0.0 0.0 0.423
H 0.16895 -2.51571 -2.61795 0.1 0.0 0.1 0.189
C -0.01745 1.31049 -4.53055 0.0 -0.5 0.8 -1.205
S -0.34785 0.46859 -2.95985 -1.2 0.6 -2.2 1.264
O -0.96855 -0.80061 -3.27525 0.1 0.0 -0.3 -0.606
O -1.23155 1.35979 -2.19655 0.2 0.0 -0.7 -0.629
O 0.96425 0.31179 -2.31895 0.1 0.2 1.3 -0.645
H -0.93715 1.76489 -4.87105 -0.2 0.0 0.0 0.364
H 0.34025 0.57999 -5.24465 0.1 -0.1 -0.1 0.398
H 0.73685 2.05939 -4.33725 0.1 0.2 0.0 0.250
F 7.37925 1.51049 -0.45825 -0.3 0.0 0.1 -0.305
C 6.13585 1.38569 0.02425 -0.3 0.0 0.1 0.603
C 5.77075 2.00569 1.21845 0.2 -0.1 -0.2 0.301
F 6.67275 2.73839 1.88215 -0.1 -0.1 -0.1 -0.297
C 4.49245 1.85229 1.72685 -0.3 -0.3 -0.3 0.013
F 4.19555 2.44259 2.88745 0.1 0.0 -0.1 -0.322
C 3.51595 1.07299 1.07955 0.8 0.0 -0.6 1.426
S 1.96775 0.82029 1.78085 -1.6 -0.3 -0.6 -0.439
C 3.91855 0.46599 -0.11955 -0.1 0.1 0.4 -1.243
F 3.04565 -0.34011 -0.76725 0.7 0.3 -0.1 -0.008
C 5.19015 0.61489 -0.64515 0.1 0.1 0.0 -0.076
F 5.51845 -0.00301 -1.78865 0.0 0.1 0.1 -0.314

=====

42
Properties=species:S:1:pos:R:3:forces:R:3:mulliken_charge:R:1 method="wB97M-V/def2-TZVPD" e_homo_ev="-5.424 / -8.042" s2=3.796 orbital_gap_ha="0.178 / 0.271" spin_multiplicity=4
V -0.06867 1.20632 -0.34777 -0.6 0.3 -1.8 0.956
Cl 5.83262 -2.41287 0.88501 -0.1 0.1 0.0 -0.231
C 4.57396 -1.32795 0.36209 0.2 0.0 0.0 0.157
C 4.86112 0.02513 0.17817 0.1 0.0 0.0 -0.576
C 3.87603 0.88168 -0.25302 0.1 0.1 -0.1 -0.422
C 2.57773 0.42545 -0.50251 -0.5 0.2 -0.3 0.448
O 1.65755 1.28766 -0.94901 1.4 -0.2 0.1 -0.903
C 2.28758 -0.93884 -0.28117 -0.2 -0.2 0.0 0.412
C 0.96766 -1.49681 -0.49885 0.3 0.0 -0.1 0.115
N -0.06568 -0.76051 -0.68617 -0.3 -0.6 0.2 0.262
C -1.35067 -1.22684 -1.01664 -0.5 0.2 -0.1 0.010
C -1.84656 -2.53166 -0.90814 0.4 0.0 0.0 -0.889
C -3.13869 -2.80124 -1.31388 -0.2 -0.1 -0.1 -0.808
C -3.95251 -1.80755 -1.84705 0.1 0.0 0.0 -0.883
C -3.49487 -0.48352 -1.95722 0.1 0.0 0.1 0.723
C -4.23521 0.59289 -2.50652 -0.2 0.0 0.0 -0.735
C -3.67775 1.87521 -2.55590 -0.1 -0.1 0.0 -0.602
C -2.43221 2.10648 -2.04705 0.1 -0.3 0.2 -0.423
N -1.67698 1.09407 -1.49040 -0.2 -0.1 -0.2 -0.078
C -2.18665 -0.19434 -1.48406 0.1 0.1 -0.1 1.221
C 3.31181 -1.80325 0.13232 -0.1 -0.2 0.0 -0.949
H 5.86073 0.39006 0.37289 0.0 0.0 0.0 0.418
H 4.08186 1.93113 -0.41624 0.0 0.0 0.0 0.427
H 0.86779 -2.57939 -0.53126 0.1 -0.1 0.0 0.286
H -1.22879 -3.32762 -0.50996 0.0 0.0 0.0 0.287
H -3.52107 -3.81060 -1.21702 0.0 0.1 0.0 0.367
H -4.95590 -2.04386 -2.18024 0.0 0.0 0.0 0.384
H -5.23034 0.40805 -2.89100 0.0 0.0 0.0 0.399
H -4.22668 2.70041 -2.98924 0.0 0.0 0.0 0.372
H -1.99336 3.09331 -2.04675 0.1 0.0 0.0 0.411
H 3.09515 -2.85560 0.27991 0.0 0.1 0.0 0.400
C 1.47627 2.13201 2.87349 0.2 0.0 0.0 -1.167
C 0.06351 1.65280 2.63143 -0.2 0.0 -0.5 0.495
C -0.14773 0.21347 3.04542 0.0 -0.2 0.0 -1.196
O -0.24692 1.80426 1.24098 0.0 0.8 2.4 -0.774
H 1.70915 2.09193 3.93913 0.0 0.0 0.0 0.439
H 1.59995 3.15887 2.52841 0.0 0.0 0.0 0.318
H 2.19071 1.49815 2.33809 0.0 0.0 0.0 0.165
H -0.63187 2.28807 3.17774 -0.1 0.1 0.1 0.272
H 0.48423 -0.44329 2.44034 0.0 0.0 0.0 0.142
H -1.18733 -0.08532 2.90852 0.0 0.0 0.0 0.306
H 0.12103 0.07365 4.09313 0.0 0.0 0.0 0.443

=====

80
Properties=species:S:1:pos:R:3:forces:R:3:mulliken_charge:R:1 method="wB97M-V/def2-TZVPD" e_homo_ev=-5.143 orbital_gap_ha=0.241 spin_multiplicity=1 charge=-1
C 3.83892 -1.57136 0.84626 0.1 0.3 -0.7 -1.286
C 3.71692 -0.07680 0.46317 0.3 -0.4 0.5 -0.572
C 2.37267 0.53810 0.88800 0.2 -0.3 -0.1 -0.388
Br 2.70086 1.91291 2.26094 -0.1 0.0 -0.1 -0.188
P 1.22759 1.14396 -0.53670 0.6 -0.5 -1.0 1.053
C 1.55098 -0.41798 -1.56225 0.1 -0.4 0.2 -1.581
C 2.65472 2.23536 -1.35872 0.5 0.5 0.3 -1.211
C 2.03504 3.09400 -2.37943 0.1 0.0 0.8 -0.077
O 1.84606 2.71701 -3.50504 -0.3 -0.2 -1.3 -0.533
P 0.45358 3.09506 0.48461 -0.9 0.1 -0.4 0.073
O -0.63770 3.59513 -0.44212 -0.2 0.2 -0.5 -0.620
P -0.64094 0.13483 0.45042 -0.2 0.4 1.1 0.777
O -0.71977 0.29256 1.93140 0.2 -0.2 0.1 -0.833
O -0.80332 -1.46829 0.08954 -0.1 0.2 -0.4 -0.519
O -1.95954 0.82563 -0.18135 0.0 -0.9 -0.4 -0.029
H 4.40827 -2.09088 0.07032 0.0 -0.1 0.1 0.303
H 4.39786 -1.70633 1.76670 -0.3 -0.1 0.2 0.265
H 2.86659 -2.06007 0.88536 0.0 0.0 0.2 0.386
H 3.93163 0.03225 -0.59763 -0.3 0.2 0.0 0.161
H 4.52080 0.44277 0.98632 0.0 0.1 -0.2 0.587
H 1.81858 -0.22868 1.43076 -0.1 0.2 0.1 0.652
H 0.31862 1.57098 -1.57749 -0.2 0.2 0.3 -0.452
H 2.37729 -0.30328 -2.26435 0.0 0.1 0.0 0.496
H 0.65318 -0.66750 -2.13343 0.0 0.2 0.1 0.385
H 1.76944 -1.29549 -0.94642 0.0 0.1 0.0 0.301
H 3.41933 1.64298 -1.85973 -0.2 -0.3 0.1 0.554
H 3.15254 2.84772 -0.59935 -0.1 -0.1 0.1 0.453
H 1.66588 4.08946 -2.08009 0.0 0.1 0.1 0.384
H 1.42871 4.11523 0.58369 0.1 -0.1 0.4 0.126
H -0.11006 2.90258 1.76097 0.4 0.2 0.2 0.093
H -0.50772 -1.98858 0.84781 -0.2 0.0 0.0 0.287
H -2.26808 0.35866 -0.97610 -0.1 0.3 -0.1 0.019
O -2.38514 0.10217 -3.32736 0.0 -0.3 -0.3 -0.651
H -3.24258 0.54793 -3.40557 0.2 0.2 0.3 0.350
H -1.76050 0.83037 -3.45259 0.0 0.0 0.3 0.314
O 3.71893 -4.31175 2.08566 0.1 -0.3 0.0 -0.561
H 3.97615 -5.16114 1.71386 -0.1 0.0 0.0 0.279
H 3.88188 -4.40026 3.03363 0.0 0.2 0.0 0.311
O 3.80198 -3.48315 4.91164 0.0 -0.3 0.2 -0.669
H 2.86395 -3.26535 4.95707 0.0 0.0 -0.1 0.328
H 4.11118 -3.38283 5.82122 -0.1 0.1 0.1 0.289
O -3.77332 4.10973 -0.06818 0.0 -0.4 -0.1 -0.700
H -3.39079 4.09962 0.81621 0.0 0.1 0.0 0.355
H -3.05633 3.71409 -0.58458 0.4 0.2 0.1 0.299
O 5.00025 -6.45924 5.08733 0.0 0.1 0.0 -0.645
H 4.40733 -5.69959 5.15491 0.0 0.1 -0.1 0.344
H 5.87720 -6.06724 5.03886 0.0 0.0 0.0 0.319
O -2.58582 1.58381 -6.20053 -0.1 -0.1 0.0 -0.540
H -2.62471 1.01995 -6.97967 0.0 0.0 0.0 0.262
H -2.57374 0.95985 -5.46040 0.1 0.0 0.0 0.298
O -3.29222 -2.39900 -1.11138 -0.2 0.1 -0.1 -0.643
H -3.61734 -1.79938 -1.78957 0.1 0.0 -0.1 0.308
H -2.40684 -2.06360 -0.90065 0.0 -0.1 0.2 0.346
O -2.73945 -2.08388 3.19686 0.1 0.1 0.1 -0.659
H -3.56506 -1.60628 3.05864 0.0 -0.1 -0.2 0.316
H -2.05872 -1.42619 2.99986 0.0 0.2 -0.1 0.339
O -3.70826 2.44941 -3.54183 -0.8 0.2 -0.1 -0.604
H -3.59561 2.75141 -4.45105 0.0 -0.1 0.0 0.235
H -3.38630 3.19162 -3.01850 0.4 -0.1 0.0 0.297
O -5.10171 1.47736 -0.93364 0.0 -0.1 -0.1 -0.585
H -4.97478 1.73751 -1.85438 -0.1 0.0 0.0 0.256
H -4.71808 2.21398 -0.43778 0.0 0.1 0.1 0.385
O -1.16123 3.66227 -3.41456 0.1 -0.1 0.2 -0.660
H -0.78685 3.52945 -2.51989 -0.1 0.1 0.1 0.293
H -0.55479 3.19519 -4.00131 0.2 0.1 0.1 0.338
O -3.00853 4.47959 -7.85326 -0.1 0.0 0.0 -0.644
H -3.10329 5.15096 -7.17084 0.0 0.0 0.0 0.317
H -2.95917 3.65021 -7.36315 0.1 0.0 0.1 0.333
O 3.88141 -3.35582 8.10488 0.0 0.0 0.0 -0.591
H 3.83685 -2.62071 8.72396 0.0 0.0 -0.1 0.299
H 3.82042 -4.14530 8.65158 0.0 0.0 -0.1 0.299
O -5.73028 -1.51858 0.99727 -0.3 0.2 -0.2 -0.662
H -5.82638 -0.62207 0.65144 0.2 0.1 0.0 0.305
H -5.23921 -1.96341 0.29548 0.3 -0.1 0.1 0.321
O -8.73121 -1.41179 2.05097 0.0 0.0 -0.2 -0.639
H -8.03088 -1.62949 1.42006 0.2 -0.1 0.2 0.344
H -8.51585 -0.51728 2.32932 0.0 0.0 0.0 0.305
O 6.93140 -2.02849 1.64049 0.2 0.0 0.0 -0.572
H 6.97936 -2.97594 1.80092 -0.1 0.0 0.0 0.299
H 7.69521 -1.65798 2.09299 0.0 0.0 0.0 0.279

=====

61
Properties=species:S:1:pos:R:3:forces:R:3:mulliken_charge:R:1 method="wB97M-V/def2-TZVPD" e_homo_ev="-11.358 / -11.345" orbital_gap_ha="0.193 / 0.202" spin_multiplicity=1 charge=+1
Pb -0.54966 -0.01072 1.03645 0.5 -0.4 -0.6 1.494
S -2.11731 -3.43778 -2.01962 0.1 0.1 0.0 -0.287
C -2.72032 -4.01044 -0.49882 0.1 0.2 0.0 1.003
C -3.35752 -5.21208 -0.22338 0.0 -0.1 0.0 -0.586
C -3.85227 -5.39607 1.05239 0.0 0.0 -0.1 -0.572
C -3.73788 -4.39446 2.01893 0.0 0.1 0.0 -0.661
C -3.08768 -3.21106 1.74625 0.0 0.2 0.0 -0.356
C -2.54459 -3.01891 0.47926 -0.3 -0.4 -0.1 -0.395
N -1.92787 -1.87356 0.00581 -0.1 0.1 0.1 -0.317
C -1.69164 -1.94190 -1.27254 -0.2 -0.5 0.2 0.551
C -1.19436 -0.79131 -2.01471 0.1 0.2 -0.1 1.191
C -1.37059 -0.67881 -3.39792 0.0 -0.1 0.2 -0.791
C -1.02224 0.48843 -4.05161 0.0 0.0 -0.2 -0.736
C -0.49776 1.55956 -3.34685 0.0 -0.2 0.1 -0.776
C -0.29160 1.45380 -1.97057 0.1 0.4 0.0 0.022
C -0.63565 0.28394 -1.34780 -0.1 -0.1 -0.1 -0.252
H -3.48186 -5.96171 -0.99252 0.0 0.0 0.0 0.419
H -4.35177 -6.32167 1.30252 0.0 0.0 0.0 0.405
H -4.17304 -4.54996 2.99619 0.0 0.0 0.0 0.435
H -3.00823 -2.43217 2.49254 0.0 0.0 0.0 0.376
H -1.81995 -1.50354 -3.93730 0.0 0.0 -0.1 0.390
H -1.18068 0.56994 -5.11848 0.0 0.0 0.0 0.405
H -0.23767 2.48075 -3.85043 0.0 0.0 0.0 0.444
H 0.12984 2.28682 -1.42598 -0.1 -0.1 0.0 0.247
C 3.42708 4.00828 4.00868 -0.1 0.0 0.1 -1.461
C 2.30464 3.02235 3.93068 -0.1 -0.2 0.0 0.981
C 2.23659 1.91824 4.77631 -0.2 0.1 -0.2 -1.118
C 1.24658 1.00043 4.49618 0.3 0.0 0.4 -0.256
N 0.35653 1.17768 3.52308 -0.8 0.0 -0.8 -0.264
C 0.40254 2.32642 2.83627 1.3 -0.3 1.4 0.156
S -0.91891 2.59035 1.72026 -0.2 1.1 0.1 -0.265
N 1.37925 3.21225 2.99325 -0.4 0.6 -0.5 -0.079
H 3.65492 4.23544 5.04948 0.1 0.0 0.0 0.471
H 3.16535 4.93006 3.49440 0.0 0.0 -0.1 0.335
H 4.32624 3.57227 3.56750 0.0 0.1 0.0 0.268
H 2.94135 1.77270 5.58176 0.0 -0.1 0.0 0.478
H 1.14228 0.09049 5.06903 0.2 0.3 -0.2 0.744
N 3.61515 1.36926 0.51871 -0.2 -0.3 0.0 -0.221
C 2.55676 2.13220 0.26048 -0.6 0.5 0.1 0.398
O 1.39305 1.72271 0.27719 0.9 -0.3 0.1 -0.232
C 2.82090 3.59956 -0.05973 -0.3 -0.1 0.1 -1.283
I 0.99667 4.70245 0.12829 0.1 0.1 -0.2 0.189
H 3.42177 0.38770 0.66624 0.1 -0.1 0.1 0.135
H 4.56713 1.68463 0.46552 0.0 0.1 0.0 0.194
H 3.14396 3.70684 -1.09398 0.0 0.0 0.0 0.586
H 3.56630 4.04028 0.59572 0.0 0.0 0.1 0.507
F 3.82278 -3.08118 3.15502 -0.1 0.0 0.0 -0.196
C 3.14675 -1.97334 2.99143 0.2 0.3 -0.1 0.521
F 3.96106 -1.06825 2.40957 0.0 -0.1 -0.1 -0.240
F 2.78202 -1.45237 4.15829 0.0 -0.1 -0.1 -0.163
S 1.66994 -2.19376 1.82475 0.6 0.1 -0.3 1.052
O 1.80327 -1.00960 0.96911 -0.6 0.3 0.1 -0.607
O 1.80353 -3.44972 1.17901 0.1 -0.3 0.0 -0.666
N 0.32671 -1.96384 2.64277 0.1 -0.4 0.1 -0.198
S 0.07385 -3.23186 3.65468 -0.1 0.1 0.5 0.694
O 1.35239 -3.69396 4.08936 0.1 -0.3 0.4 -0.610
O -0.90774 -4.15476 3.21397 -0.2 0.0 -0.1 -0.509
C -0.70491 -2.32848 5.08414 -0.1 0.1 -0.5 0.717
F -1.03267 -3.16675 6.04584 0.1 -0.1 -0.1 -0.208
F 0.12904 -1.40963 5.56744 -0.2 -0.4 0.2 -0.278
F -1.80729 -1.71030 4.63858 0.1 0.0 0.1 -0.225

=====

20
Properties=species:S:1:pos:R:3:forces:R:3:mulliken_charge:R:1 method="wB97M-V/def2-TZVPD" e_homo_ev=-12.923 smiles="C=C[C@@H]([NH3+])c1snnc1C" orbital_gap_ha=0.327 spin_multiplicity=1 charge=+1
C -0.06004 2.37784 0.55939 0.2 4.8 0.1 -0.712
C 0.03346 1.84487 -0.62637 1.2 0.8 -1.6 -0.273
C -0.42469 0.50186 -0.92542 3.0 -3.4 1.9 -0.172
N -0.02306 0.15217 -2.30584 1.2 -0.7 -2.8 -0.376
C 0.65441 -0.58336 0.13013 -4.6 1.7 -1.3 0.622
S 2.31079 -0.54074 -0.03866 -0.2 0.5 -0.7 0.155
N 2.45572 -1.54448 1.26340 3.2 -0.3 -0.1 -0.496
N 1.38938 -1.85066 1.77722 -2.1 -1.2 2.2 -0.128
C 0.25127 -1.34657 1.24591 0.6 1.4 -1.7 0.062
C -1.11693 -1.70560 1.75238 0.7 -2.5 0.9 -1.095
H 0.31404 3.47096 0.76256 -0.4 -2.4 -0.5 0.263
H -0.82890 2.12951 1.22971 -0.4 -1.2 1.3 0.328
H 0.59182 2.30103 -1.49067 -0.2 -0.1 1.2 0.198
H -1.45838 0.26978 -0.90615 -1.0 -0.2 0.9 0.464
H -0.39188 -0.83138 -2.62920 1.0 2.3 0.8 0.404
H 1.06902 0.17762 -2.38086 -2.3 -0.3 0.0 0.415
H -0.38157 0.89448 -3.00440 0.5 -1.4 1.1 0.392
H -1.05280 -2.73281 2.31451 0.1 2.0 -0.9 0.336
H -1.67062 -1.02634 2.40536 0.4 0.2 -0.3 0.267
H -1.66102 -1.95819 0.86700 -0.9 0.1 -0.4 0.347

=====

E for the records above, in order: -2145.836001 -7449.782433 -2398.472923 -5436.246643 -4180.750670 -796.681650 Ha